1.
C39H105N3O15 | ωB97M-V with the def2-TZVPD basis set

Calculated values
- SMILES: COCCNCCOC.COCCNCCOC.COCCNCCOC.CC(C)O.CC(C)O.CC(C)O.CC(C)O.CC(C)O.CC(C)O.CO.CO.CO
- HOMO-LUMO gap: 9.167 eV
- Lowest unoccupied orbital energy: 0.44 eV
- Maximum force: 2.02 eV Å⁻¹
- E_tot: -77322.5876 eV
- Net charge: 0

Structure (XYZ):
```
162
C39H105N3O15 (ωB97M-V with the def2-TZVPD basis set)
O -18.209 37.090 -9.228
O -13.188 32.749 -8.926
O -22.570 30.233 -10.337
O -20.955 34.087 -7.597
O -26.447 35.473 -5.833
O -18.304 34.371 -16.268
O -24.326 33.994 -2.203
O -18.055 31.672 -10.837
O -16.967 38.652 -7.135
O -17.187 27.710 -8.838
O -13.831 31.734 -6.238
O -20.677 37.138 -7.670
O -25.613 40.366 -1.972
O -19.643 28.046 -15.694
O -15.255 32.903 -13.358
N -18.056 32.777 -8.504
N -20.841 27.716 -9.043
N -25.191 38.398 -3.948
C -14.063 33.800 -9.360
C -17.697 27.862 -14.262
C -18.811 33.122 -7.301
C -18.587 33.054 -16.728
C -15.796 33.912 -14.252
C -17.322 32.261 -16.928
C -16.209 28.728 -8.830
C -22.649 29.449 -9.163
C -22.298 33.955 -7.955
C -20.298 32.824 -7.444
C -17.515 28.669 -16.638
C -22.584 37.577 -6.244
C -22.138 29.520 -11.487
C -15.207 32.068 -6.183
C -17.877 30.960 -12.029
C -18.559 37.078 -10.587
C -21.606 38.152 -7.259
C -26.010 37.663 -4.901
C -25.645 36.180 -4.897
C -17.281 36.726 -11.357
C -18.445 28.171 -9.250
C -24.766 32.536 -4.060
C -23.705 33.136 -3.140
C -24.667 40.578 -2.982
C -25.786 35.239 -7.056
C -17.987 33.082 -10.955
C -22.789 34.010 -3.973
C -22.371 38.603 -8.498
C -19.033 38.417 -11.164
C -19.609 32.327 -15.892
C -15.881 38.014 -6.432
C -21.294 29.035 -8.634
C -18.379 28.635 -15.377
C -19.539 27.389 -8.535
C -25.115 40.527 -0.658
C -25.090 39.820 -4.213
C -15.878 38.641 -5.049
C -16.136 36.524 -6.390
C -18.467 33.649 -9.618
H -24.379 39.991 -5.031
H -24.939 34.568 -6.882
H -26.501 34.748 -7.720
H -19.563 33.665 -9.701
H -19.429 27.608 -7.452
H -21.960 34.419 -3.387
H -25.818 38.082 -5.892
H -23.174 30.058 -8.431
H -15.935 39.721 -5.154
H -20.783 36.406 -7.052
H -19.303 26.324 -8.573
H -17.987 29.896 -11.826
H -17.178 36.380 -6.097
H -15.301 33.139 -5.952
H -14.468 33.607 -10.361
H -23.669 40.232 -2.675
H -20.703 32.282 -6.578
H -21.649 30.247 -12.130
H -16.950 28.448 -13.719
H -18.657 33.372 -11.772
H -22.456 33.442 -8.914
H -16.527 32.914 -17.291
H -26.045 40.222 -4.597
H -23.028 29.128 -11.997
H -13.488 34.727 -9.484
H -18.623 34.156 -7.019
H -23.152 39.319 -8.221
H -15.569 34.905 -13.868
H -16.572 37.552 -11.283
H -20.004 31.427 -16.362
H -17.457 36.546 -12.419
H -14.966 38.275 -6.975
H -18.516 29.670 -15.063
H -23.282 38.364 -5.971
H -24.853 33.462 -1.598
H -19.178 32.022 -14.931
H -16.263 29.404 -9.693
H -17.439 31.379 -17.544
H -17.228 27.665 -16.949
H -16.808 35.843 -10.919
H -23.320 34.862 -4.397
H -23.071 36.677 -6.629
H -25.489 36.154 -7.581
H -21.538 27.025 -8.804
H -25.444 33.245 -4.536
H -27.079 37.713 -4.659
H -19.362 36.366 -10.807
H -16.867 31.095 -12.443
H -15.214 28.287 -8.836
H -21.695 39.148 -9.159
H -15.365 33.727 -15.228
H -24.576 36.024 -5.045
H -15.745 31.830 -7.104
H -25.933 35.778 -3.920
H -16.304 29.359 -7.937
H -24.569 41.638 -3.258
H -23.229 28.537 -9.387
H -17.138 38.137 -7.934
H -15.493 35.994 -5.683
H -22.318 33.444 -4.779
H -22.763 34.932 -8.127
H -18.926 36.804 -8.644
H -16.947 31.935 -15.948
H -16.873 33.767 -14.295
H -19.162 34.795 -16.168
H -22.104 37.201 -5.331
H -24.201 39.934 -0.533
H -16.952 33.385 -11.165
H -23.146 32.270 -2.769
H -22.862 37.795 -9.039
H -18.387 32.487 -6.515
H -14.976 38.339 -4.516
H -18.208 39.135 -11.210
H -18.420 27.498 -13.530
H -15.244 33.285 -12.477
H -18.591 31.257 -12.810
H -18.014 34.616 -9.410
H -25.517 38.265 -3.000
H -18.036 29.178 -17.448
H -20.586 29.813 -8.935
H -24.935 41.579 -0.430
H -15.964 36.046 -7.358
H -20.510 32.209 -8.327
H -19.015 33.148 -17.741
H -19.455 38.282 -12.158
H -21.500 28.669 -11.252
H -25.350 31.783 -3.521
H -15.722 31.579 -5.354
H -22.901 33.494 -7.161
H -17.144 26.987 -14.622
H -24.268 32.004 -4.881
H -13.575 31.976 -7.136
H -18.205 31.836 -8.846
H -12.498 32.690 -9.592
H -21.264 29.125 -7.527
H -19.454 27.154 -16.005
H -16.633 29.280 -16.422
H -14.865 33.963 -8.650
H -19.741 38.914 -10.494
H -21.087 39.025 -6.856
H -16.742 38.253 -4.509
H -18.617 29.240 -9.079
H -20.452 32.982 -15.645
H -25.866 40.097 0.001
H -18.609 28.044 -10.333
```


2.
C4H5NOS2 | ωB97M-V with the def2-TZVPD basis set

Calculated values
- Relative energy (zero: lowest compared OMol25 entry of this formula, charge and spin): 3.7698 eV
- HOMO-LUMO gap: 7.405 eV
- Lowest unoccupied orbital energy: -0.48 eV
- Maximum force: 9.50 eV Å⁻¹
- E_tot: -29433.3243 eV
- Net charge: 0

Structure (XYZ):
```
13
C4H5NOS2 (ωB97M-V with the def2-TZVPD basis set)
S -0.497 -1.306 1.688
S 1.084 0.173 -2.692
O -1.243 0.975 0.527
N 1.343 -1.356 -0.591
C -0.185 0.516 -0.290
C -1.090 0.488 1.727
C 0.283 -0.824 0.174
C 0.070 1.041 -1.575
H -2.159 0.275 2.329
H 1.385 -0.808 -1.474
H -0.328 1.048 2.310
H 1.548 -2.434 -0.244
H -0.210 2.211 -1.890
```


3.
C4H6ClNS | ωB97M-V with the def2-TZVPD basis set

Calculated values
- Relative energy (zero: lowest compared OMol25 entry of this formula, charge and spin): 0.7549 eV
- SMILES: CN(C=S)/C=C\Cl
- HOMO-LUMO gap: 8.835 eV
- Lowest unoccupied orbital energy: 0.34 eV
- Maximum force: 2.03 eV Å⁻¹
- E_tot: -29091.9880 eV
- Net charge: 0

Structure (XYZ):
```
13
C4H6ClNS (ωB97M-V with the def2-TZVPD basis set)
Cl 2.786 -0.521 -0.367
S -2.918 -0.913 -0.299
N -0.489 0.182 -0.009
C 0.139 -1.059 0.219
C -1.806 0.279 -0.123
C 1.405 -1.401 0.124
C 0.339 1.403 0.021
H 0.994 1.437 -0.816
H -0.552 -1.891 0.452
H -2.184 1.273 -0.361
H 0.932 1.370 0.918
H -0.319 2.274 -0.015
H 1.675 -2.435 0.256
```


4.
C11H16N2O | ωB97M-V with the def2-TZVPD basis set

Calculated values
- Relative energy (zero: lowest compared OMol25 entry of this formula, charge and spin): 3.9612 eV
- SMILES: CC1(C)C[C@H]1c1ccccc1.NN=O
- HOMO-LUMO gap: 9.371 eV
- Lowest unoccupied orbital energy: 0.75 eV
- Maximum force: 4.59 eV Å⁻¹
- E_tot: -16689.9678 eV
- Net charge: 0

Structure (XYZ):
```
30
C11H16N2O (ωB97M-V with the def2-TZVPD basis set)
O 2.084 -3.250 -0.133
N 3.392 -1.564 0.294
N 2.744 -2.646 0.693
C -1.347 -0.391 -0.539
C -2.542 -0.975 0.148
C 1.210 1.233 1.441
C 2.087 2.434 -0.880
C 0.947 0.620 0.272
C 1.416 1.218 -0.936
C 2.325 3.120 0.283
C 1.895 2.459 1.488
C 0.079 -0.605 0.141
C -0.319 -1.306 -1.084
C -1.612 0.941 -1.245
H -1.046 1.274 -1.990
H 3.946 -1.066 1.088
H 2.494 2.628 -1.891
H -2.369 -1.902 0.590
H 0.255 -1.007 -2.020
H 2.883 4.024 0.348
H -3.438 -1.266 -0.551
H 1.231 0.821 -1.874
H -0.033 -1.257 1.003
H 3.205 -1.117 -0.609
H -0.485 -2.417 -1.027
H -2.629 1.057 -1.581
H -1.321 1.761 -0.528
H 2.109 3.031 2.406
H -3.044 -0.177 0.742
H 0.872 0.564 2.275
```


5.
C24H46F3NiO12S5 | ωB97M-V with the def2-TZVPD basis set

Calculated values
- Relative energy (zero: lowest compared OMol25 entry of this formula, charge and spin): 4.9675 eV
- ⟨S²⟩: 2.005
- HOMO-LUMO gap (spin up / spin down): 7.271 / 6.574 eV
- Lowest unoccupied orbital energy (spin up / spin down): -4.56 / -5.25 eV
- Multiplicity: 3
- Maximum force: 3.03 eV Å⁻¹
- E_tot: -153565.8552 eV
- Net charge: +1

Structure (XYZ):
```
91
C24H46F3NiO12S5 (ωB97M-V with the def2-TZVPD basis set)
Ni -14.838 2.844 5.805
S -11.681 5.447 1.751
S -7.416 7.637 6.488
S -14.560 -0.503 5.112
S -15.981 2.732 8.992
S -11.698 9.390 7.693
F -11.221 1.471 4.734
F -9.573 2.198 5.903
F -10.805 3.577 4.808
O -14.796 -0.774 3.728
O -8.836 7.671 6.222
O -10.462 9.992 7.291
O -14.696 0.852 5.658
O -12.831 10.204 8.048
O -11.328 3.484 7.714
O -16.704 1.763 9.765
O -15.764 2.507 7.557
O -12.529 4.295 1.944
O -13.035 3.020 6.361
O -6.522 8.481 5.753
O -11.763 6.201 0.525
C -10.418 3.001 8.680
C -15.655 -1.566 6.103
C -13.030 -1.257 5.675
C -16.829 4.310 9.337
C -11.828 6.619 3.116
C -6.436 5.454 7.768
C -7.145 6.324 8.820
C -14.735 -2.673 6.619
C -14.380 3.181 9.743
C -10.282 4.130 9.701
C -12.447 7.023 8.664
C -7.075 7.729 8.289
C -10.840 2.473 5.558
C -12.686 6.869 7.159
C -15.669 5.231 9.733
C -13.367 -2.057 6.935
C -11.439 8.136 8.975
C -14.683 4.414 10.581
C -11.820 2.607 6.735
C -9.403 6.217 2.944
C -12.200 8.142 6.447
C -9.880 5.075 2.046
C -10.480 7.307 3.088
C -6.996 5.877 6.417
H -10.280 7.830 4.021
H -9.430 2.756 8.272
H -10.438 7.748 8.755
H -7.689 8.491 8.770
H -11.410 8.644 9.935
H -6.615 4.397 7.967
H -17.551 4.104 10.120
H -12.062 6.033 4.011
H -13.467 -1.324 7.741
H -14.609 -3.425 5.841
H -13.727 6.761 6.850
H -6.075 8.165 8.365
H -12.878 -2.085 4.970
H -13.797 3.462 8.857
H -16.016 6.107 10.275
H -15.246 4.090 11.462
H -9.408 4.809 1.107
H -11.846 1.609 7.218
H -11.256 4.091 10.197
H -12.143 -0.647 5.521
H -10.198 5.110 9.240
H -12.692 7.272 2.996
H -6.688 6.116 9.787
H -7.961 5.405 6.225
H -12.807 8.575 5.659
H -12.199 6.095 9.176
H -10.683 2.059 9.177
H -10.446 7.958 2.216
H -12.132 5.982 6.849
H -16.045 -0.976 6.932
H -13.345 7.418 9.156
H -12.589 -2.792 7.119
H -9.457 3.912 10.375
H -5.357 5.616 7.745
H -15.122 5.465 8.814
H -6.366 5.684 5.549
H -13.797 4.954 10.900
H -11.219 7.887 6.041
H -8.192 6.027 8.914
H -9.105 5.899 3.943
H -17.307 4.519 8.381
H -9.970 4.176 2.657
H -8.553 6.774 2.546
H -13.881 2.339 10.217
H -16.464 -1.866 5.443
H -15.147 -3.049 7.554
```


6.
C5H13NO | ωB97M-V with the def2-TZVPD basis set

Calculated values
- Relative energy (zero: lowest compared OMol25 entry of this formula, charge and spin): 1.3901 eV
- SMILES: C=NCCCC.O
- HOMO-LUMO gap: 10.600 eV
- Lowest unoccupied orbital energy: 0.89 eV
- Maximum force: 0.75 eV Å⁻¹
- E_tot: -8932.6208 eV
- Net charge: 0

Structure (XYZ):
```
20
C5H13NO (ωB97M-V with the def2-TZVPD basis set)
O -1.349 3.961 -0.718
N -0.980 0.649 -0.401
C 2.421 -1.555 -0.267
C -2.181 0.949 -0.209
C 0.048 -1.378 0.597
C -0.229 0.116 0.725
C 0.939 -1.674 -0.617
H -0.933 -1.851 0.498
H -1.790 4.195 0.102
H -0.789 0.314 1.655
H 0.729 -0.932 -1.392
H 0.690 -2.642 -1.044
H -0.680 3.316 -0.450
H 3.043 -1.457 -1.160
H 0.711 0.661 0.784
H 2.779 -2.427 0.276
H -2.796 1.386 -0.994
H -2.676 0.726 0.751
H 2.546 -0.651 0.328
H 0.498 -1.704 1.536
```


7.
C4H9NO2 | ωB97M-V with the def2-TZVPD basis set

Calculated values
- Relative energy (zero: lowest compared OMol25 entry of this formula, charge and spin): 4.9220 eV
- HOMO-LUMO gap: 7.839 eV
- Lowest unoccupied orbital energy: -1.24 eV
- Maximum force: 0.34 eV Å⁻¹
- E_tot: -9875.1386 eV
- Net charge: 0

Structure (XYZ):
```
16
C4H9NO2 (ωB97M-V with the def2-TZVPD basis set)
O -1.415 0.686 -1.720
O 0.796 1.111 -2.035
N 1.212 0.255 0.583
C 2.223 -0.734 0.915
C -2.508 0.249 0.050
C -0.181 0.659 -1.446
C 0.086 -0.105 -0.116
H -2.521 -0.113 1.081
H 2.781 -1.084 0.035
H -2.789 1.289 -0.061
H 1.580 1.142 0.257
H 1.746 -1.596 1.389
H 0.007 -1.188 -0.269
H 2.934 -0.311 1.630
H -2.978 -0.431 -0.648
H -0.972 0.170 0.355
```


8.
C4H11NO2S | ωB97M-V with the def2-TZVPD basis set

Calculated values
- Relative energy (zero: lowest compared OMol25 entry of this formula, charge and spin): 0.7512 eV
- SMILES: C[C@H](CS)NC=O.O
- HOMO-LUMO gap: 9.379 eV
- Lowest unoccupied orbital energy: 0.41 eV
- Maximum force: 2.11 eV Å⁻¹
- E_tot: -20746.5522 eV
- Net charge: 0

Structure (XYZ):
```
19
C4H11NO2S (ωB97M-V with the def2-TZVPD basis set)
S -1.842 0.836 1.169
O 1.391 -0.498 2.986
O 0.138 -0.598 -3.127
N -0.250 -0.822 -0.901
C -0.295 -1.241 -2.194
C 1.954 0.362 -0.623
C 0.447 0.416 -0.601
C -0.062 0.994 0.745
H -0.910 -2.134 -2.394
H 2.239 -0.458 3.423
H -2.059 -0.438 0.834
H 2.492 1.239 -0.279
H 2.264 0.099 -1.633
H 0.536 0.804 1.636
H -0.065 2.083 0.638
H 0.712 -0.731 3.631
H 0.088 1.138 -1.283
H -0.321 -1.469 -0.134
H 2.308 -0.510 -0.058
```